11 unconnected molecules or ions with the total composition H22O11 in a non-equilibrium geometry, computed with ωB97M-V/def2-TZVPD.

Calculated values
- energy above the lowest of the compared OMol25 structures with the same formula, charge and spin (kJ/mol) = 209.84
- DFT total energy (hartree) = -840.80021
- LUMO energy (hartree) = -0.02178
- Kohn-Sham gap (eV) = 9.52
- 2S+1 = 1
- E_HOMO (eV) = -10.11

Geometry as XYZ:
```
33
Properties=species:S:1:pos:R:3:forces:R:3:nbo_charge:R:1
O -0.382 2.699 -1.254 -1.7 -0.1 -0.7 -0.957
H -1.244 2.553 -1.703 0.6 -0.2 0.4 0.466
H -0.348 3.650 -1.352 0.8 0.6 0.2 0.504
O 0.341 -0.270 2.500 0.3 -0.2 -0.7 -0.983
H -0.133 0.464 2.068 0.2 -0.4 0.0 0.493
H -0.150 -0.355 3.300 -0.4 -0.2 1.2 0.473
O -2.886 -0.679 2.609 -0.2 -0.7 0.5 -0.936
H -2.371 -0.262 1.915 0.3 -0.4 0.2 0.469
H -2.509 -1.560 2.797 -0.2 0.8 -0.3 0.463
O 0.332 0.149 -0.596 1.2 1.1 -0.5 -0.987
H -0.013 0.921 -1.039 0.2 0.5 -0.3 0.489
H -0.424 -0.328 -0.319 -1.5 -1.5 0.6 0.502
O 1.258 -2.164 -1.679 -0.2 -0.2 0.3 -0.991
H 1.021 -1.261 -1.399 0.2 -0.3 -0.3 0.482
H 1.426 -2.584 -0.818 0.2 0.2 -0.3 0.477
O -1.367 1.458 1.425 -2.9 -1.3 1.5 -0.935
H -0.729 1.871 0.926 2.4 1.8 -2.1 0.494
H -2.040 1.169 0.792 0.2 0.3 0.1 0.476
O -1.478 -1.728 0.014 -0.4 0.2 -2.3 -0.955
H -1.368 -2.060 0.869 0.3 -0.8 2.1 0.468
H -1.304 -2.475 -0.594 0.0 0.7 0.2 0.508
O -1.544 0.019 -3.410 0.3 0.2 0.1 -0.921
H -0.624 0.206 -3.645 -0.1 -0.3 0.0 0.476
H -1.886 0.883 -3.167 -0.2 0.0 -0.1 0.447
O 1.556 -2.534 1.205 0.5 -0.4 -0.4 -0.951
H 0.966 -3.262 1.313 -0.2 -1.5 0.0 0.458
H 0.987 -1.870 1.564 -0.3 1.9 0.7 0.491
O 2.623 2.774 -1.334 0.0 0.5 -0.2 -0.928
H 3.086 2.575 -2.145 0.5 0.2 -0.3 0.463
H 2.044 2.023 -1.274 -0.4 -0.6 0.5 0.465
O 2.665 0.314 0.799 -0.3 -0.8 0.1 -0.961
H 1.759 0.238 0.452 0.4 0.4 -0.1 0.472
H 2.738 -0.577 1.181 0.5 0.4 0.0 0.467
```
Forces are in eV/Å.